A 2-piece molecular cluster, C3H4ClF4N3 overall in a non-equilibrium geometry, computed with ωB97M-V with the def2-TZVPD basis set.

Positions of all 15 atoms, in Å:
F 2.041 2.413 0.575
N 1.300 1.241 0.172
C 1.776 0.187 0.716
N 1.165 -1.023 0.473
F 1.671 -2.210 1.053
C 0.013 -1.130 -0.348
N -1.207 -0.813 0.346
C -2.273 -0.521 -0.163
F -2.677 -0.735 -1.409
Cl -3.488 0.367 0.734
H 2.509 0.311 1.539
H 0.099 -2.154 -0.863
H 0.061 -0.209 -1.053
F -0.723 1.821 -1.172
H -0.267 2.455 -0.599

Its net charge is 0. The frontier orbital gap comes out at 10.621 eV. The calculation puts the LUMO energy at 0.67 eV. As for the structure (SMILES): F/N=C/N(F)C/N=C(\F)Cl.F. The energy above the lowest of the compared OMol25 structures with the same formula, charge and spin is 0.00 kcal/mol. The value obtained for the HOMO energy is -9.95 eV.

natural (NBO) population analysis, charges in e, atoms 1 to 8: -0.2784, -0.1424, 0.1939, -0.0303, -0.1990, -0.1385, -0.4947, 0.6456

An isolated ion of composition C3H4ClFN and charge +1 in a non-equilibrium geometry, computed with ωB97M-V with the def2-TZVPD basis set.

Positions of all 10 atoms, in Å:
C 0.268 -1.128 0.187
C -1.715 0.730 -0.028
C 2.479 -0.130 -0.057
N 1.425 -0.616 0.208
F -0.763 -0.190 -0.595
Cl 3.790 0.632 0.184
H 0.121 -2.143 0.018
H -1.253 1.657 -0.268
H -2.546 0.522 -0.613
H -1.806 0.666 0.963

Its net charge is +1. The frontier orbital gap (alpha / beta) comes out at 7.780 / 7.779 eV. The calculation puts the LUMO energy (alpha / beta) at -5.19 / -5.19 eV. The energy above the lowest of the compared OMol25 structures with the same formula, charge and spin is 60.15 kcal/mol. The value obtained for the HOMO energy (alpha / beta) is -12.97 / -12.97 eV.

natural (NBO) population analysis, charges in e, atoms 1 to 8: 0.1330, -0.0855, 0.2541, -0.3190, -0.1974, 0.3531, 0.2354, 0.2022

One molecule with the formula C3H4ClFN2 in a non-equilibrium geometry, computed with ωB97M-V with the def2-TZVPD basis set.

Positions of all 11 atoms, in Å:
H -3.577 -0.565 -0.085
N -2.557 -0.819 -0.199
C -1.641 0.064 0.013
N -1.766 1.483 0.082
C -0.205 -0.342 -0.029
F 0.123 -1.585 0.185
C 0.767 0.602 -0.217
Cl 2.509 0.169 -0.002
H -2.733 1.799 0.162
H -1.356 1.861 0.883
H 0.643 1.712 -0.358

Its net charge is 0. The frontier orbital gap comes out at 9.893 eV. The calculation puts the LUMO energy at 0.35 eV. As for the structure (SMILES): [H]/N=C(N)/C(F)=C/Cl. The energy above the lowest of the compared OMol25 structures with the same formula, charge and spin is 12.39 kcal/mol. The value obtained for the HOMO energy is -9.54 eV.

natural (NBO) population analysis, charges in e, atoms 1 to 8: 0.3545, -0.6503, 0.3624, -0.8213, 0.3156, -0.2786, -0.2566, -0.0300

One molecule with the formula C3H4ClFOS in a non-equilibrium geometry, computed with ωB97M-V with the def2-TZVPD basis set.

Positions of all 11 atoms, in Å:
C 0.549 -0.769 0.920
C 0.265 -0.259 -0.486
F 0.088 -1.369 -1.394
Cl 1.665 0.696 -1.081
C -1.060 0.596 -0.506
O -0.868 1.883 -0.148
S -2.511 0.004 -0.835
H 1.430 -1.412 0.905
H 0.663 0.023 1.667
H -0.303 -1.457 1.182
H 0.082 2.064 -0.224

Its net charge is 0. The frontier orbital gap comes out at 9.141 eV. The calculation puts the LUMO energy at -0.12 eV. As for the structure (SMILES): C[C@](F)(Cl)C(O)=S. The energy above the lowest of the compared OMol25 structures with the same formula, charge and spin is 1.29 kcal/mol. The value obtained for the HOMO energy is -9.26 eV.

natural (NBO) population analysis, charges in e, atoms 1 to 8: -0.6664, 0.2891, -0.3460, -0.0367, 0.1350, -0.6462, 0.0538, 0.2413

One molecule with the formula C3H4ClFS in a non-equilibrium geometry, computed with ωB97M-V with the def2-TZVPD basis set.

Positions of all 10 atoms, in Å:
C 0.662 1.853 0.382
C 0.684 0.362 0.127
S 2.014 -0.430 -0.362
C -0.603 -0.347 0.544
F -0.534 -1.695 0.433
Cl -1.933 0.260 -0.430
H -0.426 2.031 0.597
H 1.284 2.094 1.245
H 0.969 2.395 -0.497
H -0.841 -0.007 1.560

Its net charge is 0. The frontier orbital gap comes out at 8.415 eV. The calculation puts the LUMO energy at -0.63 eV. As for the structure (SMILES): CC(=S)[C@H](F)Cl. The energy above the lowest of the compared OMol25 structures with the same formula, charge and spin is 9.46 kcal/mol. The value obtained for the HOMO energy is -9.04 eV.

natural (NBO) population analysis, charges in e, atoms 1 to 8: -0.6904, -0.1157, 0.1153, 0.1252, -0.3130, -0.0274, 0.2166, 0.2465

One molecule with the formula C3H4ClFS2 in a non-equilibrium geometry, computed with ωB97M-V with the def2-TZVPD basis set.

Positions of all 11 atoms, in Å:
C -1.937 -0.530 -0.435
S -0.533 -0.839 0.606
C 0.404 0.544 0.206
S -0.096 1.910 -0.489
C 1.856 0.202 0.535
F 2.535 1.386 0.682
Cl 2.553 -0.905 -0.705
H -2.378 0.430 -0.205
H -2.636 -1.334 -0.216
H -1.636 -0.563 -1.476
H 1.868 -0.301 1.496

Its net charge is 0. The frontier orbital gap comes out at 8.443 eV. The calculation puts the LUMO energy at -0.66 eV. As for the structure (SMILES): CSC(=S)[C@H](F)Cl. The energy above the lowest of the compared OMol25 structures with the same formula, charge and spin is 0.00 kcal/mol. The value obtained for the HOMO energy is -9.11 eV.

natural (NBO) population analysis, charges in e, atoms 1 to 8: -0.7565, 0.3585, -0.3905, 0.0865, 0.1448, -0.3247, -0.0262, 0.2464

One molecule with the formula C3H4ClI in a non-equilibrium geometry, computed with ωB97M-V with the def2-TZVPD basis set.

Positions of all 9 atoms, in Å:
C 0.909 0.144 -0.864
C -0.025 0.188 0.405
I -0.057 1.985 1.456
C -0.911 -0.765 0.615
Cl -2.067 -0.717 1.894
H 0.226 0.706 -1.524
H 1.285 -0.772 -1.296
H 1.923 0.736 -0.630
H -1.283 -1.503 -0.057

Its net charge is 0. The frontier orbital gap comes out at 9.486 eV. The calculation puts the LUMO energy at 0.41 eV. As for the structure (SMILES): C/C(I)=C/Cl. The energy above the lowest of the compared OMol25 structures with the same formula, charge and spin is 6.83 kcal/mol. The value obtained for the HOMO energy is -9.07 eV.

natural (NBO) population analysis, charges in e, atoms 1 to 8: -0.6564, -0.1664, 0.1840, -0.2737, -0.0141, 0.2311, 0.2349, 0.2288

A 2-piece molecular cluster, C3H4ClN2 overall, computed with ωB97M-V with the def2-TZVPD basis set.

Positions of all 10 atoms, in Å:
Cl -2.290 2.764 -1.163
N 0.319 -1.367 1.086
C -0.673 -0.510 0.903
C 1.271 -1.017 0.159
C 0.851 0.060 -0.591
N -0.393 0.369 -0.101
H -1.608 -0.481 1.463
H 2.213 -1.560 0.078
H 1.312 0.618 -1.406
H -1.001 1.124 -0.429

Its net charge is -1. The frontier orbital gap comes out at 8.448 eV. The calculation puts the LUMO energy at 3.98 eV. The value obtained for the HOMO energy is -4.47 eV.

natural (NBO) population analysis, charges in e, atoms 1 to 8: -0.9422, -0.5053, 0.1520, -0.1323, -0.1130, -0.5261, 0.1927, 0.1860

A 2-piece molecular cluster, C3H4ClN2O overall in a non-equilibrium geometry, computed with ωB97M-V with the def2-TZVPD basis set.

Positions of all 11 atoms, in Å:
C -2.363 -0.292 0.245
C -0.276 -0.828 0.069
C -0.337 0.713 0.063
N -1.578 -1.264 0.199
N -1.779 0.978 0.124
O -2.276 2.040 -0.098
Cl -5.228 -0.316 0.117
H 0.367 -1.372 -0.837
H 0.394 -1.121 0.851
H 0.100 1.296 0.830
H 0.147 1.119 -0.769

Its net charge is +1. As for the spin multiplicity: 3. The frontier orbital gap (alpha / beta) comes out at 7.115 / 7.800 eV. The calculation puts the LUMO energy (alpha / beta) at -7.98 / -7.95 eV. As for the expectation value of S²: 2.012. The energy above the lowest of the compared OMol25 structures with the same formula, charge and spin is 48.92 kcal/mol. The value obtained for the HOMO energy (alpha / beta) is -15.09 / -15.75 eV.

natural (NBO) population analysis, charges in e, atoms 1 to 8: 0.4317, -0.3017, -0.3307, -0.2546, 0.2431, -0.0631, 0.1093, 0.3021

One molecule with the formula C3H4ClN3 in a non-equilibrium geometry, computed with ωB97M-V with the def2-TZVPD basis set.

Positions of all 11 atoms, in Å:
N -2.827 -0.565 -0.088
C -1.502 -0.140 -0.006
C -0.340 -0.957 -0.014
C 0.675 -0.033 -0.003
Cl 2.382 -0.269 0.004
N 0.134 1.198 0.008
N -1.210 1.158 0.010
H -3.038 -1.374 0.495
H -3.443 0.174 0.122
H -0.267 -2.036 -0.049
H 0.579 2.062 -0.004

Its net charge is 0. The frontier orbital gap comes out at 9.495 eV. The calculation puts the LUMO energy at 0.93 eV. As for the structure (SMILES): Nc1cc(Cl)[nH]n1. The energy above the lowest of the compared OMol25 structures with the same formula, charge and spin is 7.15 kcal/mol. The value obtained for the HOMO energy is -8.57 eV.

natural (NBO) population analysis, charges in e, atoms 1 to 8: -0.8036, 0.3077, -0.3987, 0.1276, 0.0327, -0.3501, -0.3217, 0.3753